Record 1
DFT (ωB97M-V with the def2-TZVPD basis set) results for 10 unconnected molecules or ions with the total composition C3H26N2O9.

- LUMO: 0.29 eV
- Calculated total energy: -24941.31538 eV
- Highest occupied orbital energy: -9.16 eV
- 2S+1: 1
- Orbital gap: 9.45 eV
- SMILES: CC/N=C\N.O.O.O.O.O.O.O.O.O

Cartesian coordinates (Å):
1 H 0.080 4.321 1.048
2 H -4.143 -1.834 2.280
3 H -1.143 0.949 2.589
4 N 2.258 0.471 0.189
5 O -0.704 -0.106 -1.418
6 H 0.970 -0.289 -3.836
7 H -1.677 -0.174 -1.267
8 H -2.627 -1.433 2.123
9 N 0.747 1.050 1.940
10 H -3.094 0.419 -0.206
11 H 2.690 -0.282 -0.314
12 O 0.669 2.386 -2.621
13 H -0.072 2.056 -3.133
14 H -0.314 -1.274 -0.140
15 H 0.637 1.966 -1.757
16 H 0.254 -1.573 -3.792
17 H 1.866 -3.245 -2.724
18 H 0.717 2.770 2.845
19 H 1.141 -0.820 1.313
20 H 2.499 1.408 -0.090
21 H 2.942 -2.819 1.489
22 H -0.496 -2.822 -0.030
23 H 2.011 2.774 1.648
24 H 1.934 -2.827 0.326
25 O 2.879 -2.888 0.532
26 C -0.020 3.241 0.936
27 H -1.048 3.153 1.329
28 H -3.166 -1.084 0.222
29 H -0.166 2.886 -0.082
30 O -1.882 0.353 2.837
31 C 0.963 2.510 1.813
32 H 1.300 -2.256 -1.678
33 O -3.331 -2.020 1.808
34 O 0.058 -0.632 -3.879
35 O 0.101 -2.100 0.193
36 O 1.693 -2.312 -2.560
37 H -0.569 -0.096 -2.392
38 C 1.335 0.235 1.154
39 O -3.395 -0.457 -0.496
40 H -1.900 0.395 3.801

Record 2
DFT (ωB97M-V with the def2-TZVPD basis set) results for a molecular structure, C32H33CuN2O2P2.

- LUMO: 0.47 eV
- Calculated total energy: -104014.90338 eV
- Highest occupied orbital energy: -7.38 eV
- 2S+1: 1
- Orbital gap: 7.86 eV

Cartesian coordinates (Å):
1 C 4.047 0.207 -0.198
2 H -1.411 2.190 2.471
3 H 5.958 0.641 -1.250
4 H -4.755 -2.522 -2.054
5 H 1.896 -1.213 -3.512
6 H -2.665 2.863 0.662
7 H -2.950 0.482 2.411
8 C -0.474 -5.806 -0.081
9 H -2.624 -1.832 1.875
10 C 2.301 -1.777 -2.669
11 C -3.780 -2.051 -2.037
12 H -2.519 0.421 0.728
13 H 2.587 -0.543 4.210
14 H 0.262 -5.798 3.220
15 H -0.599 -6.483 -0.917
16 C -2.957 -2.206 -0.935
17 C -0.147 -4.055 2.052
18 C -0.160 -6.300 1.177
19 O 2.263 -0.064 2.289
20 P 0.119 1.700 0.627
21 H 2.673 6.399 2.638
22 H 1.051 6.602 0.782
23 C -1.019 2.381 -0.635
24 O 0.998 -1.513 3.447
25 C 0.632 4.503 0.710
26 C -2.607 3.474 -2.663
27 H -3.224 3.894 -3.447
28 C -2.118 0.269 1.735
29 C 3.193 -0.937 -1.828
30 H 3.175 4.166 3.587
31 C -0.559 2.443 -1.949
32 C -1.697 -1.604 -0.899
33 H -4.067 3.797 -1.124
34 H -0.077 4.613 -0.100
35 C -0.482 -3.554 0.794
36 H 2.829 -2.646 -3.064
37 H -4.001 -1.169 -3.983
38 C 1.834 3.134 2.279
39 H 1.472 -2.123 -2.056
40 H -0.039 -7.365 1.328
41 C 0.900 3.243 1.243
42 H 2.080 2.155 2.672
43 C -2.287 2.885 -0.353
44 P -0.599 -1.749 0.555
45 N 2.938 -0.505 -0.612
46 C 0.005 -5.421 2.238
47 H 4.066 0.648 0.784
48 H -0.961 3.039 -3.970
49 C -2.108 -0.692 -3.099
50 H -1.211 -1.371 2.840
51 Cu 1.274 -0.606 0.532
52 N 4.421 -0.520 -2.216
53 H -0.888 -4.069 -1.257
54 C -0.996 1.275 2.042
55 C -0.635 -4.441 -0.271
56 H -0.316 -0.368 -1.954
57 H 4.855 -0.730 -3.096
58 C -1.339 2.993 -2.956
59 H 0.029 -3.373 2.874
60 C 1.270 5.631 1.209
61 C 1.939 -0.726 3.328
62 H 0.430 2.062 -2.180
63 C -3.355 -1.292 -3.123
64 C -1.729 -1.207 1.895
65 H -1.778 -0.088 -3.936
66 C 2.459 4.266 2.781
67 C -3.080 3.418 -1.359
68 H -3.291 -2.808 -0.098
69 C 2.180 5.517 2.248
70 C 4.976 0.209 -1.184
71 C -1.285 -0.851 -1.991
72 H -0.322 0.856 2.793

Record 3
DFT (ωB97M-V with the def2-TZVPD basis set) results for 4 unconnected molecules or ions with the total composition C25H54ClO16P3S.

- LUMO: 0.20 eV
- Calculated total energy: -110792.47490 eV
- Highest occupied orbital energy: -9.55 eV
- 2S+1: 1
- Orbital gap: 9.75 eV
- SMILES: CC[C@H]1OC(=O)O[C@@]1(S)CC(=O)Cl.CCOP(=O)(OCC)OCC.CCOP(=O)(OCC)OCC.CCOP(=O)(OCC)OCC

Cartesian coordinates (Å):
1 O -2.057 -1.226 -5.352
2 H -5.025 5.054 -3.381
3 C -3.218 4.403 1.472
4 S 2.123 -1.137 -3.253
5 H 4.274 -4.752 1.073
6 H 7.594 -1.338 -3.949
7 H -5.127 -1.009 1.763
8 H 8.057 -4.540 -4.051
9 C 0.248 -1.361 6.824
10 C -5.414 5.511 -2.471
11 C 0.308 -1.522 -2.981
12 C 5.567 -3.202 0.321
13 Cl -0.662 1.559 -1.783
14 H -0.172 2.839 4.918
15 O -2.208 -0.347 -1.010
16 H 8.923 0.574 -3.120
17 C 9.013 -5.650 -2.449
18 H -1.888 5.181 -0.036
19 H -5.382 7.444 -1.515
20 H -2.781 -3.594 -3.022
21 P 6.643 -3.100 -2.071
22 H -2.788 4.947 2.312
23 O -2.409 0.134 3.390
24 H -5.101 0.039 3.191
25 H -2.662 -0.904 1.600
26 O 5.747 -2.067 -2.602
27 C 5.092 -4.641 0.360
28 C -1.108 -0.111 -1.383
29 C -3.189 -0.196 2.238
30 H 9.461 -4.808 -1.923
31 H -3.570 3.437 1.844
32 H 0.953 -1.355 5.991
33 C 0.081 -2.993 -3.420
34 H 7.324 -6.089 -3.688
35 C -2.172 4.218 0.389
36 H -8.130 4.401 0.174
37 H 4.736 -4.966 -0.620
38 H -0.501 1.290 2.288
39 H -5.576 7.492 -3.276
40 H -9.210 5.612 2.039
41 H 5.837 -2.869 1.322
42 H 9.286 -1.809 -3.874
43 H -4.000 7.126 -2.551
44 P -5.395 4.525 0.027
45 H -0.157 -1.971 -0.859
46 H -8.469 6.049 -0.336
47 P -1.247 -0.820 3.969
48 C -7.874 5.445 0.354
49 H -2.496 -4.233 -1.429
50 H -1.727 2.418 4.230
51 C 0.022 -1.117 -1.510
52 H 2.729 -2.329 -3.165
53 H 0.646 -2.013 7.602
54 O -0.110 0.272 4.078
55 O -0.582 -2.807 -4.686
56 H -3.305 0.728 1.665
57 H 1.022 -3.479 -3.666
58 H 1.008 1.662 3.097
59 H 9.759 -6.086 -3.114
60 C -8.175 5.841 1.783
61 H -0.102 -4.241 -1.655
62 H 0.902 -0.597 -1.144
63 C -4.547 -0.723 2.641
64 C -2.116 -3.518 -2.163
65 O -4.758 4.840 -1.378
66 H 7.935 -0.039 -1.781
67 C 8.750 -0.279 -2.463
68 H -8.009 6.911 1.922
69 O -0.374 -0.725 -3.921
70 C -0.689 -3.950 -2.529
71 H -4.445 -1.589 3.297
72 H -0.647 3.511 3.347
73 H -2.553 3.601 -0.428
74 H -0.803 -4.862 -3.124
75 H 9.644 -0.443 -1.860
76 O 6.820 -4.636 -2.357
77 H 4.780 -2.539 -0.048
78 C -0.687 2.624 3.981
79 C -5.076 6.982 -2.452
80 H -2.172 -2.534 -1.703
81 O 6.747 -3.038 -0.479
82 O -1.753 -0.927 5.477
83 H -7.516 5.316 2.474
84 C -1.108 -1.564 -4.731
85 H -6.487 5.333 -2.458
86 C 7.802 -5.219 -3.239
87 H -1.055 -2.830 5.916
88 H -1.785 -1.924 7.238
89 H -1.284 3.731 0.795
90 O 8.148 -2.621 -2.402
91 C -0.050 1.460 3.265
92 O -6.506 5.699 0.038
93 C 8.425 -1.519 -3.267
94 H 8.734 -6.392 -1.700
95 O -6.031 3.342 0.613
96 O -4.332 5.184 1.020
97 C -1.119 -1.843 6.381
98 H 0.188 -0.343 7.208
99 H 5.907 -5.306 0.647
100 O -1.346 -2.097 3.255

Record 4
DFT (ωB97M-V with the def2-TZVPD basis set) results for a molecular structure, C3H6GdNO4S.

- LUMO (spin up / spin down): -7.51 / -7.18 eV
- Net charge: +1
- Calculated total energy: -44547.14371 eV
- Highest occupied orbital energy (spin up / spin down): -13.05 / -13.16 eV
- 2S+1: 9
- Orbital gap (spin up / spin down): 5.54 / 5.99 eV

Cartesian coordinates (Å):
1 O 1.609 -0.761 -0.441
2 O -4.287 1.759 -3.039
3 O -2.332 2.910 -2.080
4 C 2.065 -0.778 0.912
5 H 1.054 1.245 -0.376
6 C 0.843 0.265 -0.830
7 H 2.220 0.258 1.253
8 H 3.024 -1.310 0.911
9 C 1.056 -1.493 1.809
10 H 0.997 -2.548 1.473
11 Gd -1.506 -0.040 0.435
12 H 1.515 -1.512 2.818
13 N -3.316 0.849 -0.844
14 O -0.183 -0.891 1.827
15 H 0.563 0.217 -1.885
16 S -3.321 1.832 -1.940

For reference, ΔE to the lowest compared entry with this formula, charge and spin by record: 0.000; 0.111; 0.000; 0.593 eV.